1.
The following is a quantum chemistry calculation of a cluster of 2 separate species, CH5N3O3S in total, from the OMol25 dataset.

The geometry in XYZ format:
```
13
Properties=species:S:1:pos:R:3:forces:R:3:nbo_charge:R:1
S -1.186 0.595 -0.909 -0.96 -1.20 -0.61 1.625
O 2.135 2.436 0.724 -0.44 -0.81 -1.12 -0.574
O -0.687 -0.747 -1.228 0.23 0.43 0.01 -0.969
O -2.874 0.320 -0.884 1.18 1.50 1.94 -0.933
N -0.826 0.847 0.698 -2.09 -6.03 -1.08 -1.008
N 2.527 0.278 -0.146 0.27 1.80 1.27 -0.356
N 2.366 -0.707 -1.032 -2.39 -1.05 -1.91 -0.627
C 2.228 1.388 0.151 0.73 1.01 1.58 0.785
H -3.270 -0.181 -1.588 0.45 -0.53 -0.87 0.508
H 1.320 -0.728 -1.268 1.78 -0.43 0.23 0.392
H -1.445 0.270 1.331 1.09 0.93 -0.71 0.410
H -0.793 1.754 0.880 0.08 5.01 1.33 0.386
H 2.574 -1.541 -0.517 0.05 -0.64 -0.06 0.361
```
Positions in Å, forces in eV/Å.

HOMO energy: -8.813 eV
HOMO-LUMO gap: 9.29 eV
E: -22563.6286 eV
energy above the lowest of the compared OMol25 structures with the same formula, charge and spin: 35.26 kcal per mole
molar mass: 139.14 g mol⁻¹

2.
The following is a quantum chemistry calculation of the molecule CH5N3OS, from the OMol25 dataset.

The geometry in XYZ format:
```
11
Properties=species:S:1:pos:R:3:forces:R:3:nbo_charge:R:1
S 2.422 -0.424 -0.172 0.14 -0.29 1.10 0.179
O -1.969 -0.958 0.157 1.38 -0.39 -1.08 -0.572
N -0.577 -0.828 -0.297 -0.93 -0.07 0.99 -0.369
N -0.956 1.506 -0.119 0.25 0.55 0.21 -0.722
N 1.202 0.712 0.090 -0.03 0.56 -0.44 -0.783
C -0.183 0.518 -0.088 0.68 -0.57 -0.12 0.535
H 1.511 1.661 -0.119 -0.56 -0.34 0.21 0.412
H -1.915 1.197 -0.163 -0.25 -0.04 -0.11 0.362
H 2.858 -0.528 1.148 -0.34 -0.03 -1.04 0.107
H -2.360 -1.325 -0.652 -0.14 0.12 0.39 0.476
H -0.031 -1.529 0.215 -0.20 0.50 -0.10 0.375
```
Positions in Å, forces in eV/Å.

SMILES string: [H]/N=C(\NO)NS
HOMO energy: -9.304 eV
HOMO-LUMO gap: 9.99 eV
E: -18469.0332 eV
energy above the lowest of the compared OMol25 structures with the same formula, charge and spin: 32.32 kcal per mole
molar mass: 107.14 g mol⁻¹

3.
The following is a quantum chemistry calculation of the molecule CH5N3OS2, from the OMol25 dataset.

The geometry in XYZ format:
```
12
Properties=species:S:1:pos:R:3:forces:R:3:nbo_charge:R:1
S -0.693 1.740 1.400 0.48 -0.53 -0.79 0.178
S 2.268 -0.311 -0.859 0.32 -0.14 2.21 0.114
O -2.513 -0.817 -0.760 1.07 1.46 0.38 -0.525
N -1.202 -1.234 -0.596 -0.34 -1.28 0.15 -0.133
N -0.614 0.989 -0.182 1.03 -0.01 -0.23 -0.829
N 0.975 -0.887 0.239 -0.78 0.11 -1.48 -0.740
C -0.323 -0.411 -0.221 0.01 0.46 0.72 0.421
H 0.063 1.404 -0.855 -0.68 0.31 1.02 0.403
H 0.460 1.244 1.910 -0.15 0.16 -0.04 0.107
H 0.937 -1.922 0.251 0.10 0.85 -0.13 0.403
H -2.504 0.161 -0.528 -0.06 -1.09 -0.43 0.466
H 3.145 0.043 0.200 -1.00 -0.29 -1.38 0.134
```
Positions in Å, forces in eV/Å.

SMILES string: ON=C(NS)NS
HOMO energy: -9.400 eV
HOMO-LUMO gap: 9.79 eV
E: -29303.4075 eV
energy above the lowest of the compared OMol25 structures with the same formula, charge and spin: 8.91 kcal per mole
molar mass: 139.21 g mol⁻¹

4.
The following is a quantum chemistry calculation of the molecule CH5N3S, from the OMol25 dataset.

The geometry in XYZ format:
```
10
Properties=species:S:1:pos:R:3:forces:R:3:nbo_charge:R:1
S 2.149 -2.692 -0.592 -0.17 0.30 -0.27 -0.135
N -0.806 0.961 0.626 -0.53 0.45 -0.86 -0.701
N 0.349 -0.745 -0.360 2.99 -1.92 -0.30 -0.427
N -0.039 0.521 -0.466 -0.30 2.50 -0.04 -0.305
C 1.653 -1.134 -0.510 -1.43 -1.12 0.99 -0.069
H -0.324 -1.428 -0.522 -1.32 -1.78 -0.13 0.361
H 2.348 -0.357 -0.353 0.64 1.16 -0.23 0.195
H -0.160 1.070 1.407 -1.23 -0.35 0.11 0.383
H -1.762 0.543 0.636 1.52 0.26 1.04 0.357
H -0.579 0.621 -1.306 -0.17 0.51 -0.31 0.340
```
Positions in Å, forces in eV/Å.

SMILES string: NNNC=S
HOMO energy: -8.555 eV
HOMO-LUMO gap: 9.16 eV
E: -16421.2178 eV
energy above the lowest of the compared OMol25 structures with the same formula, charge and spin: 48.49 kcal per mole
molar mass: 91.14 g mol⁻¹

5.
The following is a quantum chemistry calculation of a structure of composition CH5N3S2, from the OMol25 dataset.

The geometry in XYZ format:
```
11
Properties=species:S:1:pos:R:3:forces:R:3:nbo_charge:R:1
S -2.043 -0.806 -0.051 1.87 -0.31 0.52 -0.134
S 2.000 -0.751 -0.269 -4.76 -2.39 0.58 0.062
N 0.573 -0.286 0.960 0.28 2.03 -4.13 -0.692
N 0.426 2.165 0.118 -1.64 -0.08 0.95 -0.670
N -0.578 1.318 -0.551 6.47 -4.31 5.27 -0.470
C -0.572 0.001 0.104 -2.31 3.22 -1.23 0.209
H -1.358 1.658 -0.955 -3.09 1.37 -1.23 0.397
H 0.323 -1.123 1.353 -0.42 -2.75 1.43 0.377
H 0.896 -1.883 -0.799 2.93 2.43 0.67 0.185
H 1.286 1.530 -0.120 -1.67 2.11 1.82 0.381
H 0.022 2.344 1.321 2.34 -1.32 -4.64 0.356
```
Positions in Å, forces in eV/Å.

HOMO energy: -8.716 eV
HOMO-LUMO gap: 7.84 eV
E: -27253.8954 eV
energy above the lowest of the compared OMol25 structures with the same formula, charge and spin: 97.31 kcal per mole
molar mass: 123.21 g mol⁻¹

6.
The following is a quantum chemistry calculation of a cluster of 2 separate species, CH5N4 in total, from the OMol25 dataset.

The geometry in XYZ format:
```
10
Properties=species:S:1:pos:R:3:forces:R:3:nbo_charge:R:1
N 1.121 0.595 0.377 1.73 5.01 -0.88 -0.318
N -1.496 0.396 0.104 -0.15 -0.49 -1.00 -0.414
N -1.106 -0.078 1.446 0.29 0.54 1.15 -0.400
N 0.816 -0.633 -0.307 -0.21 -1.31 -0.90 -0.442
C -0.175 0.175 0.472 -1.13 -0.35 -0.32 0.451
H -1.856 1.349 0.114 0.34 0.11 0.41 0.395
H 1.385 2.070 -0.494 -0.78 -4.02 1.87 0.441
H 1.289 -1.448 0.103 -0.04 0.39 -0.10 0.444
H -1.402 -1.026 1.661 0.02 -0.12 -0.49 0.398
H 0.719 -0.684 -1.327 -0.06 0.24 0.26 0.446
```
Positions in Å, forces in eV/Å.

HOMO energy (alpha / beta): -15.041 / -15.041 eV
HOMO-LUMO gap (alpha / beta): 8.37 / 8.37 eV
E: -7063.7307 eV
energy above the lowest of the compared OMol25 structures with the same formula, charge and spin: 140.81 kcal per mole
molar mass: 73.08 g mol⁻¹
charge: +1

7.
The following is a quantum chemistry calculation of the ion CH5N4O2 with charge +1, from the OMol25 dataset.

The geometry in XYZ format:
```
12
Properties=species:S:1:pos:R:3:forces:R:3:nbo_charge:R:1
O 3.442 0.271 0.078 1.69 1.68 -0.01 -0.188
O -2.343 0.056 0.250 -0.35 -0.12 -0.11 -0.535
N 2.410 -0.219 0.014 -2.04 -2.33 0.05 0.279
N -1.135 0.750 0.112 0.17 -3.65 -0.08 -0.252
N -0.175 -1.354 0.039 -0.64 2.77 -0.27 -0.715
N 1.295 0.633 -0.147 -3.86 0.89 0.02 -0.494
C -0.028 -0.022 -0.057 2.55 0.53 0.77 0.663
H 0.533 -1.963 0.348 1.35 -0.55 0.06 0.447
H 1.341 1.709 -0.129 0.10 -2.06 0.01 0.429
H -1.275 1.614 -0.267 0.15 2.99 -1.06 0.412
H -1.113 -1.593 0.303 -0.48 -0.40 -0.05 0.440
H -2.951 0.117 -0.545 1.36 0.25 0.68 0.513
```
Positions in Å, forces in eV/Å.

SMILES string: [NH2+]=C(NO)NN=O
HOMO energy: -14.667 eV
HOMO-LUMO gap: 10.03 eV
E: -11162.3529 eV
energy above the lowest of the compared OMol25 structures with the same formula, charge and spin: 52.79 kcal per mole
molar mass: 105.08 g mol⁻¹
charge: +1

8.
The following is a quantum chemistry calculation of a cluster of 2 separate species, CH5NO in total, from the OMol25 dataset.

The geometry in XYZ format:
```
8
Properties=species:S:1:pos:R:3:forces:R:3:nbo_charge:R:1
O 0.629 0.254 -0.019 -0.42 -0.60 -0.19 -0.848
N -1.890 -1.163 -0.026 -0.38 -0.72 -0.30 -1.093
C 1.538 1.147 0.122 0.60 0.62 0.34 -0.234
H -2.155 -1.507 -0.952 0.31 0.51 0.00 0.324
H 1.592 1.760 1.053 0.02 -0.11 -0.30 0.050
H -0.908 -0.866 -0.040 0.02 0.51 -0.20 0.431
H -1.891 -2.033 0.488 -0.01 -0.16 0.53 0.320
H 2.096 1.557 -0.745 -0.13 -0.04 0.12 0.051
```
Positions in Å, forces in eV/Å.

multiplicity: 2
HOMO energy (alpha / beta): 0.358 / -2.783 eV
HOMO-LUMO gap (alpha / beta): 4.49 / 7.62 eV
E: -4654.1745 eV
energy above the lowest of the compared OMol25 structures with the same formula, charge and spin: 0.00 kcal per mole
molar mass: 47.06 g mol⁻¹
charge: -1

Look up the E of the first one. -22563.6286 eV